DFT (the ωB97M-V functional and the def2-TZVPD basis) results for the molecule C3H5N3.

The geometry in XYZ format:
```
11
Properties=species:S:1:pos:R:3:nbo_charge:R:1
N 2.0066 -0.0015 -0.0604 -0.85
C 0.6568 -0.2690 -0.2923 0.17
C -0.2025 0.7637 -0.5161 -0.05
N -1.4383 0.5358 -0.0172 -0.63
C -1.3695 -0.9839 0.5016 0.19
N -0.1687 -1.4162 0.4323 -0.43
H 2.7089 -0.6885 -0.2730 0.38
H 2.2042 0.5164 0.7911 0.37
H 0.0402 1.6597 -1.0905 0.22
H -2.1038 1.2708 -0.3205 0.41
H -2.3341 -1.3873 0.8449 0.21
```

* frontier orbital gap: 9.16 eV
* electronic energy: -7660.515 eV
* ΔE to the lowest compared entry with this formula, charge and spin: 1.940 eV
* M: 83.09 g mol⁻¹
* SMILES: Nc1c[nH]cn1
* multiplicity: 1